Model a:
Density functional theory data (ωB97M-V/def2-TZVPD) for C7H12 in the gas phase.

Last column: natural (NBO) charge in e.
Positions of all 19 atoms, in Å:
C1 2.73970 0.25672 1.32883  -0.680
C2 2.41179 -0.34597 0.03373  -0.009
C3 1.80417 -0.74579 -0.93297  -0.015
C4 0.48938 -0.89559 -1.60123  -0.462
C5 -0.39853 -0.20121 -0.54615  -0.366
C6 -1.91049 -0.04229 -0.60626  -0.407
C7 -2.28629 0.71420 0.69124  -0.607
H1 1.78847 0.62144 1.74663  0.230
H2 3.41097 1.11556 1.24775  0.233
H3 3.15643 -0.45922 2.04199  0.233
H4 0.21896 -1.94673 -1.75658  0.223
H5 0.45428 -0.39799 -2.57742  0.223
H6 -0.18282 -0.71719 0.39651  0.194
H7 0.01973 0.80592 -0.43078  0.194
H8 -2.41081 -1.01702 -0.65269  0.198
H9 -2.22241 0.51913 -1.49491  0.198
H10 -2.98182 0.15313 1.32087  0.210
H11 -1.38350 0.88333 1.29652  0.201
H12 -2.71721 1.69956 0.49493  0.210

Output
Total charge: 0
2S+1: 1

Model b:
Density functional theory data (ωB97M-V/def2-TZVPD) for 2 unconnected molecules or ions with the total composition C7H12.

Last column: natural (NBO) charge in e.
Positions of all 19 atoms, in Å:
C1 1.59507 -0.80365 0.04957  -0.390
C2 0.23212 -1.08774 -0.07039  0.016
C3 -0.85690 -1.69556 0.74627  -0.431
C4 -0.06550 -2.53796 -0.23933  -0.471
H1 1.75569 0.25787 0.18766  0.176
H2 2.43453 -1.47673 -0.04197  0.200
H3 -1.91730 -1.56195 0.53366  0.217
H4 -0.59742 -1.89542 1.78999  0.223
H5 -0.66450 -2.83087 -1.10425  0.211
H6 0.66006 -3.25452 0.16229  0.205
C5 -0.45362 0.83077 -1.09723  -0.429
C6 -0.64547 1.45920 0.16660  -0.134
C7 0.29814 2.59097 0.40799  -0.673
H7 -1.42547 0.60216 -1.54167  0.213
H8 0.22038 1.37547 -1.77337  0.203
H9 -1.39365 1.16771 0.88492  0.206
H10 -0.30130 3.44226 0.03558  0.224
H11 1.32990 2.61776 0.00508  0.227
H12 0.41991 2.70204 1.49316  0.208

Output
Total charge: 0
2S+1: 1

Model c:
Density functional theory data (ωB97M-V/def2-TZVPD) for C7H12 in the gas phase.

Last column: natural (NBO) charge in e.
Positions of all 19 atoms, in Å:
C1 0.20039 2.98121 -1.24024  -0.604
C2 -0.33862 2.03666 -0.17010  -0.385
C3 -0.43724 0.59331 -0.66854  -0.456
C4 -1.04767 -0.35623 0.31734  -0.101
C5 -0.58400 -1.63482 0.58714  -0.416
C6 -0.02349 -2.77871 0.30044  0.013
C7 1.05819 -3.49944 1.01974  -0.696
H1 1.20218 2.67680 -1.56464  0.204
H2 -0.44768 2.98391 -2.12470  0.204
H3 0.26591 4.00887 -0.86934  0.213
H4 0.30668 2.06817 0.71764  0.200
H5 -1.33113 2.37572 0.15620  0.196
H6 0.54798 0.22191 -0.97009  0.220
H7 -1.07069 0.56729 -1.57108  0.227
H8 -0.54008 -1.13958 1.64551  0.324
H9 -1.88036 0.01534 0.91418  0.203
H10 1.94312 -3.48615 0.36857  0.241
H11 0.81715 -4.55974 1.16152  0.228
H12 1.35934 -3.07452 1.99044  0.187

Output
Total charge: 0
2S+1: 1

Model d:
Density functional theory data (ωB97M-V/def2-TZVPD) for C7H12 in the gas phase.

Last column: natural (NBO) charge in e.
Positions of all 19 atoms, in Å:
C1 -2.53542 0.29500 0.13566  -0.603
C2 -1.23256 -0.47886 0.04319  -0.204
C3 -0.23154 -0.01118 -1.04466  -0.392
C4 0.87485 -0.00879 0.01883  -0.060
C5 2.20688 -0.67059 -0.16093  -0.410
C6 2.12802 0.80367 0.13008  -0.416
C7 -0.15399 -0.21162 1.13095  -0.386
H1 -3.16037 0.14083 -0.75340  0.209
H2 -2.33376 1.37023 0.21710  0.200
H3 -3.11507 -0.01376 1.01237  0.208
H4 -1.44741 -1.54952 -0.05501  0.199
H5 -0.11137 -0.70002 -1.88926  0.206
H6 -0.47492 0.98365 -1.43462  0.200
H7 2.43322 -0.98362 -1.17800  0.211
H8 2.63014 -1.30690 0.61238  0.211
H9 2.40937 1.54394 -0.61506  0.214
H10 2.40165 1.07313 1.14906  0.210
H11 -0.34364 0.71968 1.68276  0.199
H12 0.04928 -1.00504 1.85776  0.205

Output
Total charge: 0
2S+1: 1

If we sort the structures by their calculated energies, the order from most to least stable is model d, model a, model c, model b.

Model a:
Density functional theory data (ωB97M-V/def2-TZVPD) for C7H12 in the gas phase.

Last column: natural (NBO) charge in e.
Positions of all 19 atoms, in Å:
C1 1.30323 0.59928 2.42665  -0.457
C2 0.93009 0.61381 1.14796  -0.196
C3 -0.23333 0.22661 0.44891  -0.038
C4 -1.50405 -0.09606 1.17374  -0.657
C5 0.11687 -0.18989 -0.83696  0.071
C6 0.78498 0.72954 -1.83373  -0.652
C7 -0.69402 -1.28362 -1.49318  -0.661
H1 2.19484 1.11359 2.75217  0.204
H2 0.67305 0.18598 3.20103  0.189
H3 1.69092 0.43832 0.24320  0.205
H4 -1.67728 0.61438 1.98078  0.231
H5 -1.44626 -1.09274 1.61720  0.223
H6 -2.35443 -0.09388 0.49401  0.215
H7 0.89451 0.28851 -2.82369  0.214
H8 1.80859 0.96873 -1.54509  0.225
H9 0.24060 1.67134 -1.94222  0.227
H10 -1.69962 -0.93074 -1.74025  0.223
H11 -0.23792 -1.60981 -2.42643  0.216
H12 -0.79076 -2.15335 -0.84409  0.218

Output
Total charge: 0
2S+1: 1

Model b:
Density functional theory data (ωB97M-V/def2-TZVPD) for C7H12 in the gas phase.

Last column: natural (NBO) charge in e.
Positions of all 19 atoms, in Å:
C1 -2.44639 -0.90396 -0.15896  -0.607
C2 -1.33110 -0.05207 0.43741  -0.388
C3 0.04477 -0.65336 0.17997  -0.362
C4 0.42536 -0.68978 -1.28869  -0.141
C5 1.98208 0.76101 -0.54020  -0.422
C6 1.35065 1.61059 0.46458  -0.422
C7 1.26224 0.14719 0.62910  -0.192
H1 -3.43410 -0.45784 -0.01566  0.210
H2 -2.45861 -1.89207 0.28892  0.197
H3 -2.29022 -1.02224 -1.22585  0.216
H4 -1.37147 0.93574 -0.00493  0.197
H5 -1.47389 0.06910 1.50656  0.198
H6 0.10417 -1.62199 0.66218  0.204
H7 1.31031 0.72060 -1.48240  0.283
H8 1.12191 -1.53364 -1.41198  0.123
H9 3.05293 0.67447 -0.69836  0.231
H10 2.02949 2.11629 1.13770  0.230
H11 0.46657 2.15442 0.19378  0.221
H12 1.86173 -0.26537 1.40490  0.225

Output
Total charge: 0
2S+1: 1

Model c:
Density functional theory data (ωB97M-V/def2-TZVPD) for a molecular structure, C7H12.

Last column: natural (NBO) charge in e.
Positions of all 19 atoms, in Å:
C1 -1.16981 -1.75239 1.50133  -0.604
C2 -0.87738 -0.31879 1.05179  -0.393
C3 0.53100 -0.15675 0.49137  -0.279
C4 0.79067 -0.60254 -0.92997  -0.339
C5 0.46732 0.92301 -2.04106  -0.342
C6 -0.00662 1.93119 -1.02455  -0.477
C7 0.91111 1.07031 -0.28693  -0.110
H1 -2.19014 -1.85185 1.88966  0.213
H2 -0.48127 -2.07119 2.29325  0.201
H3 -1.06345 -2.45489 0.66640  0.206
H4 -1.60077 -0.02684 0.28162  0.206
H5 -1.01980 0.37344 1.89338  0.205
H6 1.29594 -0.41855 1.23462  0.219
H7 -0.01403 -1.10946 -1.41940  0.242
H8 1.77125 -1.06386 -1.08640  0.228
H9 1.39356 1.27288 -2.51785  0.164
H10 0.39300 2.94258 -1.09541  0.228
H11 -1.05842 1.89955 -0.75195  0.202
H12 1.92784 1.41416 -0.14989  0.229

Output
Total charge: 0
2S+1: 1

Model d:
Density functional theory data (ωB97M-V/def2-TZVPD) for C7H12 in the gas phase.

Last column: natural (NBO) charge in e.
Positions of all 19 atoms, in Å:
C1 3.18713 -0.99436 1.31133  -0.679
C2 2.46935 -0.13409 0.37694  -0.010
C3 1.73487 0.38740 -0.42119  -0.023
C4 0.60323 0.68731 -1.28913  -0.470
C5 -0.68008 0.98716 -0.48530  -0.381
C6 -1.58015 -0.24370 -0.39855  -0.392
C7 -2.89315 0.02453 0.33043  -0.604
H1 4.00764 -0.49549 1.82977  0.231
H2 3.58056 -1.86577 0.77629  0.231
H3 2.47226 -1.35096 2.06137  0.232
H4 0.45580 -0.23676 -1.85461  0.225
H5 0.80709 1.45774 -2.02973  0.228
H6 -0.41008 1.32158 0.52298  0.209
H7 -1.23354 1.80935 -0.95339  0.198
H8 -1.03058 -1.05865 0.09365  0.200
H9 -1.79342 -0.58929 -1.41987  0.191
H10 -2.71900 0.26731 1.38469  0.203
H11 -3.42080 0.87182 -0.12374  0.201
H12 -3.55714 -0.84510 0.28809  0.210

Output
Total charge: 0
2S+1: 1

If we sort the structures by their calculated energies, the order from most to least stable is model d, model a, model c, model b.

Model a:
Density functional theory data (ωB97M-V/def2-TZVPD) for C7H12 in the gas phase.

Last column: natural (NBO) charge in e.
Positions of all 19 atoms, in Å:
C1 2.46706 0.32868 -0.80934  -0.608
C2 1.14696 -0.43907 -0.69264  -0.402
C3 0.25552 -0.16507 0.55811  -0.202
C4 -0.64064 1.12094 0.83319  -0.404
C5 -1.90264 0.25236 0.88272  -0.236
C6 -2.07515 -0.41976 -0.42784  -0.423
C7 -1.04482 -0.94990 0.54675  -0.214
H1 3.06131 -0.01412 -1.66812  0.210
H2 3.08675 0.19317 0.08411  0.201
H3 2.29684 1.40178 -0.94476  0.201
H4 0.58628 -0.33175 -1.63474  0.197
H5 1.38579 -1.51630 -0.64533  0.204
H6 0.87267 -0.30170 1.44614  0.201
H7 -0.33772 1.65043 -0.05298  0.204
H8 -0.48444 1.65713 1.77849  0.216
H9 -2.67898 0.27984 1.64650  0.219
H10 -2.93900 -1.06877 -0.54483  0.222
H11 -1.81450 0.14381 -1.32297  0.205
H12 -1.12286 -1.96137 0.91621  0.211

Output
Total charge: 0
2S+1: 1

Model b:
Density functional theory data (ωB97M-V/def2-TZVPD) for C7H12 in the gas phase.

Last column: natural (NBO) charge in e.
Positions of all 19 atoms, in Å:
C1 -2.03588 -0.25346 0.69520  -0.607
C2 -1.27239 -0.39049 -0.61888  -0.385
C3 0.56163 -0.02432 -1.63746  0.140
C4 1.27897 1.08717 -0.92488  -0.582
C5 1.33755 0.84323 0.59760  -0.431
C6 1.00774 -0.65117 0.72280  -0.424
C7 0.19309 -0.96363 -0.54626  -0.373
H1 -2.94177 0.33935 0.52694  0.216
H2 -2.34443 -1.23492 1.06909  0.210
H3 -1.45701 0.24403 1.47947  0.207
H4 -1.82658 -1.02272 -1.31572  0.230
H5 -1.24980 0.59148 -1.12551  0.234
H6 2.27677 0.97560 -1.38260  0.262
H7 0.94497 2.08745 -1.22415  0.241
H8 2.31717 1.09449 1.01787  0.215
H9 0.59726 1.45770 1.12446  0.201
H10 0.50410 -0.90820 1.66168  0.214
H11 1.93019 -1.24568 0.68603  0.209
H12 0.17842 -2.02594 -0.80568  0.224

Output
Total charge: 0
2S+1: 1

If we sort the structures by their calculated energies, the order from most to least stable is model a, model b.

Model a:
Density functional theory data (ωB97M-V/def2-TZVPD) for C7H12 in the gas phase.

Last column: natural (NBO) charge in e.
Positions of all 19 atoms, in Å:
C1 2.54488 0.24220 -0.89835  -0.602
C2 1.25499 -0.57100 -0.81495  -0.395
C3 0.40828 -0.07220 0.33935  -0.414
C4 -1.39952 1.63180 1.02301  -0.063
C5 -2.05887 0.33150 0.95388  -0.411
C6 -2.11921 -0.33189 -0.39973  -0.421
C7 -0.97972 -0.67695 0.50018  -0.147
H1 3.17134 -0.07214 -1.73724  0.211
H2 3.13127 0.14368 0.02316  0.201
H3 2.31794 1.30818 -1.02675  0.206
H4 0.67936 -0.45598 -1.74238  0.199
H5 1.47191 -1.63991 -0.70390  0.197
H6 0.94390 -0.17107 1.29305  0.205
H7 0.26450 1.00729 0.18727  0.238
H8 -1.10937 1.78010 2.08585  0.102
H9 -2.70429 -0.00979 1.76204  0.226
H10 -2.87947 -1.09238 -0.55803  0.221
H11 -1.91055 0.31202 -1.25054  0.227
H12 -1.02736 -1.66345 0.96408  0.220

Output
Total charge: 0
2S+1: 1

Model b:
Density functional theory data (ωB97M-V/def2-TZVPD) for a molecular structure, C7H12.

Last column: natural (NBO) charge in e.
Positions of all 19 atoms, in Å:
C1 2.48788 0.31741 -0.83369  -0.608
C2 1.19119 -0.48393 -0.75776  -0.415
C3 0.30387 -0.12212 0.42030  -0.229
C4 -1.05282 1.51337 0.87100  -0.298
C5 -1.95380 0.28904 0.91274  -0.309
C6 -2.11307 -0.37704 -0.41324  -0.424
C7 -1.03044 -0.83147 0.53485  -0.246
H1 3.09689 -0.00328 -1.68520  0.215
H2 3.08761 0.19151 0.07514  0.203
H3 2.28608 1.38795 -0.95427  0.211
H4 0.61706 -0.36852 -1.68481  0.209
H5 1.41636 -1.55739 -0.66797  0.215
H6 0.85560 -0.13447 1.36295  0.216
H7 -0.00855 1.06303 0.18360  0.229
H8 -0.62194 1.63876 1.88211  0.145
H9 -2.71176 0.20864 1.68783  0.230
H10 -2.93791 -1.07230 -0.54265  0.221
H11 -1.84889 0.19344 -1.30229  0.214
H12 -1.06337 -1.85265 0.91135  0.218

Output
Total charge: 0
2S+1: 1

If we sort the structures by their calculated energies, the order from most to least stable is model a, model b.

Model a:
Density functional theory data (ωB97M-V/def2-TZVPD) for 2 unconnected molecules or ions with the total composition C2H10N4.

Last column: natural (NBO) charge in e.
Positions of all 16 atoms, in Å:
C1 -1.25705 -0.27810 0.35757  -0.064
C2 2.45025 1.02927 -0.22424  -0.545
N1 -2.48484 0.18074 0.40228  -0.181
N2 1.61788 -0.03298 0.01554  0.097
N3 -3.45050 -0.08257 -0.50833  -0.563
N4 2.07615 -1.21027 0.01904  -0.301
H1 -0.66508 -0.73679 -0.39193  0.227
H2 -0.74522 0.09859 1.22456  0.223
H3 3.15198 0.91205 -1.03179  0.284
H4 1.86457 1.88763 -0.32481  0.266
H5 3.18338 1.25670 0.67885  0.345
H6 -2.78035 0.71953 1.25436  0.473
H7 -4.41290 0.31006 -0.38147  0.463
H8 -3.08606 -0.57303 -1.30117  0.419
H9 2.99933 -1.52322 -0.23602  0.427
H10 1.53846 -1.95761 0.44755  0.432

Output
Total charge: +2
2S+1: 1

Model b:
Density functional theory data (ωB97M-V/def2-TZVPD) for 3 unconnected molecules or ions with the total composition C2H10N4.

Last column: natural (NBO) charge in e.
Positions of all 16 atoms, in Å:
C1 -10.41191 0.21789 0.99998  0.029
C2 10.27444 -1.95680 0.58780  -0.841
N1 -9.91379 1.03556 0.19754  -0.179
N2 11.31274 2.45432 -0.03175  -0.028
N3 -10.50630 1.53445 -0.85686  -0.566
N4 11.57661 1.60744 -0.68855  0.500
H1 -9.90173 0.07458 1.90512  0.237
H2 -11.37640 -0.15112 0.90179  0.228
H3 10.43782 -2.28785 1.56362  0.226
H4 9.50726 -2.56339 0.18861  0.231
H5 11.15502 -2.25235 -0.09548  0.214
H6 -9.05573 1.49990 0.31775  0.442
H7 11.43619 3.42150 0.19717  0.528
H8 -11.42010 1.10546 -1.07693  0.401
H9 -9.94063 1.56209 -1.69353  0.410
H10 10.09534 -0.91786 0.50418  0.171

Output
Total charge: +2
2S+1: 1

If we sort the structures by their calculated energies, the order from most to least stable is model b, model a.